Entry 1:
23
Properties=species:S:1:pos:R:3 method="wB97M-V/def2-TZVPD" orbital_gap_ev=10.05 mol_weight_da=122.21 energy_ev=-9559.911 homo_ev=-9.01 smiles=Cc1ccccc1.CC e_above_lowest_ev=0.271
C -1.28046 2.58881 -1.19491
C -0.10748 3.33290 -1.82592
H -2.21030 3.07859 -1.46562
H -1.33100 1.58344 -1.60186
H -1.13008 2.46417 -0.12271
H 0.05040 3.04578 -2.86570
H -0.22834 4.39807 -1.68538
H 0.84864 3.10415 -1.33565
C -0.03179 -3.72479 0.39461
C 0.63318 0.45609 1.11923
C 1.39564 -0.21391 0.16953
C -0.20829 -0.26446 1.95223
C 1.17786 -1.56188 -0.06598
C -0.41290 -1.61114 1.71451
C 0.21885 -2.26434 0.66000
H 0.68349 1.53667 1.19003
H 2.14115 0.37740 -0.35513
H -0.63374 0.26318 2.79947
H 1.73617 -2.06522 -0.84244
H -1.05703 -2.16067 2.38711
H -0.33416 -3.92769 -0.63533
H -0.79903 -4.14107 1.04653
H 0.87919 -4.29409 0.56338

***

Entry 2:
51
Properties=species:S:1:pos:R:3 method="wB97M-V/def2-TZVPD" orbital_gap_ev=9.47 mol_weight_da=288.50 energy_ev=-32042.582 homo_ev=-8.80 smiles="CCCCCCCCCCCCCCSCC(=O)O" e_above_lowest_ev=0.149
C -5.97061 -2.19451 -0.02302
C -6.64733 -0.92656 -0.53120
C -5.81014 0.33241 -0.30212
C -4.54007 0.36798 -1.14972
C -3.81131 1.71075 -1.08308
C -3.30603 2.10161 0.30783
C -2.35202 1.09688 0.95548
C -1.07372 0.87041 0.15177
C -0.07277 -0.00004 0.90803
C 1.19356 -0.25247 0.09287
C 2.21632 -1.07491 0.87336
C 3.42594 -1.49677 0.03739
C 4.23416 -0.33771 -0.54897
C 4.81246 0.57126 0.52527
H 4.03379 1.17023 0.99465
H 5.33947 0.00309 1.29111
S 5.99559 1.78017 -0.16725
C 7.58978 0.93952 0.14997
C 7.61553 -0.40228 -0.52344
O 7.81658 -0.60533 -1.68818
O 7.36250 -1.38927 0.35158
H 7.36333 -2.25002 -0.09641
H 7.72391 0.83861 1.22604
H 8.34146 1.59547 -0.28416
H 3.61251 0.25370 -1.22198
H 5.04809 -0.75083 -1.14913
H 4.08541 -2.10483 0.66288
H 3.08215 -2.12418 -0.78828
H 1.72901 -1.98088 1.24302
H 2.54830 -0.50837 1.74548
H 0.93151 -0.78123 -0.82667
H 1.62694 0.70895 -0.18802
H -0.54025 -0.95591 1.15740
H 0.19505 0.48955 1.84774
H -1.31406 0.38843 -0.79738
H -0.61370 1.83596 -0.07247
H -2.86110 0.14300 1.10356
H -2.08126 1.47528 1.94500
H -2.79389 3.06377 0.22292
H -4.16053 2.24819 0.97142
H -4.48941 2.49556 -1.42903
H -2.96759 1.68525 -1.77569
H -3.86357 -0.42773 -0.83817
H -4.81009 0.17870 -2.19230
H -6.41850 1.20694 -0.54734
H -5.55083 0.39437 0.75627
H -7.60380 -0.80809 -0.01591
H -6.85892 -1.03115 -1.59802
H -5.72350 -2.09644 1.03221
H -5.05599 -2.39671 -0.57424
H -6.63232 -3.04982 -0.14105

***

Entry 3:
42
Properties=species:S:1:pos:R:3 method="wB97M-V/def2-TZVPD" orbital_gap_ev=6.29 mol_weight_da=485.64 total_charge=+2 energy_ev=-137306.669 homo_ev=-14.76 e_above_lowest_ev=0.242
V 1.11762 -0.13172 -0.18389
Br -0.47092 4.39791 5.34736
C 0.09602 3.47460 3.82593
C 1.33640 3.77453 3.25786
C 1.79408 3.11492 2.12379
C 0.97775 2.14088 1.59362
O 1.32595 1.45016 0.45476
C -0.27102 1.81616 2.13072
C -1.13879 0.88931 1.46007
N -0.80108 0.14051 0.46179
C -1.76762 -0.59079 -0.28676
C -2.98297 -1.03827 0.14746
C -3.84863 -1.67309 -0.76860
C -3.49225 -1.81665 -2.08011
C -2.23170 -1.35956 -2.53635
C -1.81127 -1.43963 -3.88090
C -0.58620 -0.94308 -4.22529
C 0.24978 -0.42146 -3.23081
N -0.08728 -0.34114 -1.95128
C -1.35290 -0.77523 -1.61354
C -0.71954 2.51060 3.26038
H 1.95033 4.54378 3.70706
H 2.74442 3.36155 1.67283
H -2.17623 0.87017 1.78682
H -3.29493 -0.92685 1.17778
H -4.80663 -2.03449 -0.42267
H -4.16810 -2.28346 -2.78462
H -2.46456 -1.87747 -4.62551
H -0.22895 -0.96128 -5.24445
H 1.22425 -0.06401 -3.52014
H -1.69160 2.29622 3.68533
C 2.50577 0.25185 -1.59829
H 2.68032 -0.63541 -2.19416
H 3.26420 0.39792 -0.81715
H 2.30701 1.16517 -2.14750
Cl 2.37773 -0.69755 2.01824
C 2.64283 -2.45960 1.74316
C 2.19359 -2.82570 0.34707
O 2.52109 -3.77541 -0.25898
O 1.31198 -1.87949 -0.19002
H 2.06690 -2.99651 2.49305
H 3.70515 -2.64835 1.86594

***

Entry 4:
29
Properties=species:S:1:pos:R:3 method="wB97M-V/def2-TZVPD" orbital_gap_ev="10.14 / 6.50" mol_weight_da=178.30 energy_ev=-23408.262 homo_ev="-9.61 / -7.00" e_above_lowest_ev=3.511
C 3.17351 -1.15849 2.42414
C -0.80598 -0.14851 0.18619
C 0.83388 -1.26705 -1.35454
C -4.51033 0.84714 -0.48367
C 1.92870 -1.32837 1.60310
C 1.84050 -0.05484 0.69157
C 0.72733 -0.03547 -0.34154
N -3.42635 1.12662 -1.36727
N -0.17778 3.40314 -2.24758
O 0.81858 1.28784 -1.08910
S -0.53953 1.97488 -1.89462
H 4.02690 -1.14808 1.74654
H 3.30840 -1.88802 3.13148
H 3.30922 -0.16604 3.03356
H -1.16663 0.66947 0.82781
H -0.92275 -1.16460 0.60698
H -1.41869 0.04402 -0.62413
H -0.14566 -1.31268 -1.81804
H 0.89571 -2.03491 -0.63300
H 1.62707 -1.27900 -2.11387
H -4.94689 -0.12941 -0.62805
H -5.27559 1.73400 -0.29607
H -4.00633 0.55811 0.49711
H 2.01894 -2.26757 1.06601
H 0.89824 -1.30453 2.00836
H 1.76687 0.76296 1.34299
H 2.78924 0.04450 0.18633
H -3.44078 0.53487 -2.25185
H 0.82019 3.70005 -2.20886

***

Entry 5:
13
Properties=species:S:1:pos:R:3 method="wB97M-V/def2-TZVPD" orbital_gap_ev=8.00 mol_weight_da=76.10 energy_ev=-7229.552 homo_ev=-7.21 smiles="N/C=C/N.O" e_above_lowest_ev=2.776
C 0.34766 0.20329 -0.62572
C 1.69068 0.26552 -0.77205
N 2.48229 1.42277 -0.63307
N -0.51799 -0.71095 -1.25839
H -0.04596 0.63263 0.30187
H 2.24235 -0.64368 -1.02966
H 2.18229 1.88143 0.23969
H 3.45999 1.24807 -0.40587
H -0.71793 -0.47699 -2.20827
H -1.10193 -1.12241 -0.55610
H -4.12483 -0.92773 2.25668
H -2.67138 -1.08222 2.68182
O -3.22526 -0.68973 2.00906

***

Entry 6:
7
Properties=species:S:1:pos:R:3 method="wB97M-V/def2-TZVPD" orbital_gap_ev=7.36 mol_weight_da=46.05 total_charge=-1 energy_ev=-4638.129 homo_ev=-2.53 e_above_lowest_ev=0.870
N -1.40236 0.97890 1.03689
C -0.55397 0.10063 0.61640
O 1.50908 -0.86345 -1.27138
H 0.10481 0.24502 -0.30916
H 2.25187 -1.41112 -1.56141
H -1.42148 1.84047 0.43753
H -0.48796 -0.89046 1.05113

***

Entry 7:
6
Properties=species:S:1:pos:R:3 method="wB97M-V/def2-TZVPD" orbital_gap_ev=9.97 mol_weight_da=95.95 energy_ev=-27913.758 homo_ev=-9.27 smiles=P1[PH]#[PH]1 e_above_lowest_ev=0.000
P 1.13521 0.59212 -0.44695
P 0.01331 -1.22837 -0.34111
P -1.10321 0.58719 -0.44770
H 1.29980 0.94245 0.93977
H 0.41380 -1.78636 -1.71473
H -1.44899 0.33167 0.86817

***

Entry 8:
42
Properties=species:S:1:pos:R:3 method="wB97M-V/def2-TZVPD" orbital_gap_ev=10.17 mol_weight_da=266.24 energy_ev=-29036.981 homo_ev=-10.12 smiles="NCC(=O)NCO.O.O.O.O.O.O.O.O.O" e_above_lowest_ev=0.012
O -2.82589 0.63584 -0.29168
C -2.07378 1.01990 0.59470
N -2.52171 1.12971 1.87057
C -1.59411 1.39024 2.97336
O -1.03871 0.18829 3.47667
C -0.61428 1.24582 0.29386
N -0.25254 0.41163 -0.88427
H -3.47069 0.92932 2.11191
H -0.77474 2.00400 2.61520
H -2.15984 1.85897 3.78338
H -1.43133 -0.62692 3.10422
H -0.38721 2.30179 0.11608
H 0.14813 1.00457 1.01262
H 0.74435 0.53352 -0.96584
H -0.60729 0.81583 -1.74348
H 2.03463 -2.55535 -2.52943
H 2.30512 -2.35510 -0.98170
O 2.67072 -2.27664 -1.86914
H 2.39981 0.88950 -2.29747
H 3.02897 -0.58277 -2.10557
O 2.89040 0.29971 -1.68840
H -2.07374 -1.97425 1.48390
H -1.76612 -2.96717 2.66564
O -2.03921 -2.04791 2.46538
H 1.96250 2.44707 -3.95342
H 0.50959 2.05662 -3.46737
O 1.41634 1.72962 -3.60417
H 0.20177 -2.89188 0.14130
H 1.46997 -2.58324 1.11196
O 1.14579 -2.96972 0.27938
H 0.88424 -1.05205 3.00633
H 1.67601 -0.81941 1.68062
O 1.63882 -1.38117 2.49895
H -2.03283 2.30815 -4.19016
H -1.56091 2.87844 -2.88346
O -1.23897 2.60627 -3.74944
H -0.82656 -1.17031 -0.28548
H -2.18737 -1.69261 -0.70602
O -1.44847 -1.93417 -0.13772
H 2.95704 0.83171 0.91050
H 2.61106 -0.00771 -0.34007
O 2.23103 0.37189 0.47777